# C4H9NO2

A molecular structure, C4H9NO2 at a distorted geometry (ωB97M-V/def2-TZVPD, the OMol25 dataset).

## Properties
energy above the lowest of the compared OMol25 structures with the same formula, charge and spin: 144.3 kcal per mole
energy: -9873.805 eV
F_max: 1.3 eV/Å
spin multiplicity: 1
LUMO level: -0.05 eV
highest occupied orbital energy: -9.2 eV
orbital gap: 9.176 eV

XYZ file:
```
16
Properties=species:S:1:pos:R:3:nbo_charge:R:1
C -0.68892 2.21966 0.52985 -0.235
O -0.13700 0.95327 0.19330 -0.673
C 1.16285 -0.34549 0.62303 -0.068
C 0.31736 -1.15247 -0.24407 0.131
N -0.89447 -1.38351 0.11451 -0.049
O -1.07780 -1.19040 1.46241 -0.559
C 0.62708 -1.24113 -1.71103 -0.644
H -1.27288 2.56072 -0.35499 0.183
H -1.41763 2.21408 1.36701 0.152
H 0.04331 3.00560 0.72843 0.166
H 1.07425 -0.47704 1.69391 0.225
H 2.22145 -0.28240 0.29888 0.204
H -2.03546 -1.13444 1.55452 0.482
H 1.66752 -1.52159 -1.90981 0.212
H 0.44326 -0.25639 -2.16019 0.239
H -0.03291 -1.96846 -2.18575 0.234
```


# C2H3NOS2

C2H3NOS2 in the gas phase at a distorted geometry (ωB97M-V/def2-TZVPD, the OMol25 dataset).

## Properties
SMILES: [S-][N+]#CCOS
energy above the lowest of the compared OMol25 structures with the same formula, charge and spin: 88.3 kcal per mole
energy: -27326.949 eV
F_max: 4.6 eV/Å
spin multiplicity: 1
LUMO level: -0.19 eV
highest occupied orbital energy: -8.5 eV
orbital gap: 8.312 eV

XYZ file:
```
9
Properties=species:S:1:pos:R:3:nbo_charge:R:1
C 1.13175 0.15632 0.20735 0.275
C -0.19818 -0.48329 -0.05496 -0.154
N 2.30185 0.12188 0.09269 -0.408
O -1.17413 0.34866 -0.67120 -0.643
S 3.79766 0.39569 0.09000 0.075
S -2.19292 1.23604 0.35407 0.325
H -3.18529 0.59241 0.06465 0.067
H 0.09807 -1.20735 -0.87831 0.234
H -0.57881 -1.16036 0.79571 0.229
```


# C45H62Cl63FN2O3P2S

22 unconnected molecules or ions with the total composition C45H62Cl63FN2O3P2S at a distorted geometry (ωB97M-V/def2-TZVPD, the OMol25 dataset).

## Properties
energy: -877830.061 eV
F_max: 2.9 eV/Å
spin multiplicity: 1
LUMO level: 0.11 eV
highest occupied orbital energy: -7.2 eV
orbital gap: 7.321 eV

XYZ file:
```
179
Properties=species:S:1:pos:R:3:mulliken_charge:R:1
C 3.00305 -4.70002 3.49951 -0.595
C 1.85983 -4.43722 3.26799 -0.347
C 0.52965 -4.01197 2.85527 -0.516
C 0.40483 -3.76427 1.29622 1.773
C -0.40175 -4.94675 0.75888 -1.459
F 1.67101 -3.91680 0.79119 -0.428
O -0.18718 -2.51519 1.20910 -0.053
C -0.07756 -1.67891 0.06791 2.177
C -0.40547 -2.41993 -1.25637 -2.382
O 0.71998 -3.10616 -1.85895 -0.083
C 0.80459 -2.86329 -3.20111 -0.078
C -0.23646 -3.14604 -4.07818 -0.095
C -0.12044 -2.85276 -5.42581 -0.812
C 1.05090 -2.27478 -5.89643 -0.347
C 2.12075 -2.00544 -5.05069 -1.160
C 1.96796 -2.31963 -3.70315 -0.576
P 1.76737 -1.13189 -0.26554 0.453
C 2.47780 -0.40331 1.26880 -0.741
O 1.76192 0.12409 -1.35912 -0.488
C -1.12548 -0.49888 0.25450 0.292
C -1.60498 -0.24633 1.72423 -2.152
C -0.62131 -0.14145 2.90871 -0.347
C -0.54625 1.26333 3.57741 -0.521
N -0.80807 0.72950 -0.43365 1.289
C -1.46882 1.16662 -1.63044 -1.090
N -1.16741 0.34638 -2.82888 -0.291
C -0.06817 1.75132 0.22483 -0.174
S -1.07651 3.20513 0.78096 0.067
C -0.33680 4.63811 -0.04337 -0.155
C -0.78892 4.82481 -1.49295 -1.013
P -2.79856 -1.14261 -0.50799 0.142
C -3.25505 -2.72575 0.32219 -1.100
C -4.14195 -0.01882 0.12125 -1.333
H 4.04528 -4.79725 3.63694 0.666
H 0.32055 -3.07081 3.36926 0.025
H -0.23122 -4.71520 3.19277 0.365
H -1.43064 -4.91968 1.10432 -0.069
H -0.31155 -5.03570 -0.32394 0.125
H 0.08694 -5.83183 1.16596 0.709
H -1.16181 -3.18797 -1.11118 -0.233
H -0.73920 -1.71795 -2.01512 0.432
H -1.15410 -3.57291 -3.68974 0.452
H -0.94365 -3.05652 -6.09653 0.452
H 1.14821 -2.02397 -6.94614 0.543
H 3.03692 -1.58348 -5.41337 0.874
H 2.75674 -2.11999 -2.99092 1.022
H 2.21613 -0.98387 2.15033 0.382
H 3.55323 -0.54842 1.14369 0.169
H 2.34150 0.67123 1.39581 0.185
H 1.16289 -0.16097 -2.07045 0.110
H -2.38668 -0.94025 2.02644 0.870
H -2.13168 0.70937 1.67936 0.872
H 0.39825 -0.45587 2.72198 -0.394
H -0.98234 -0.80049 3.70210 0.499
H -0.49591 1.15956 4.65951 0.463
H 0.33763 1.78818 3.21740 0.194
H -1.43008 1.84250 3.30462 -0.698
H -2.54484 1.35086 -1.57903 0.196
H -1.05775 2.14279 -1.87829 0.137
H -0.76145 0.91768 -3.55712 0.167
H -2.00898 -0.10337 -3.16196 0.269
H 0.65332 2.17195 -0.48187 0.550
H 0.50495 1.43801 1.08547 -0.781
H -0.68535 5.50857 0.51398 0.322
H 0.74600 4.62616 0.04965 0.159
H -0.28456 4.10853 -2.14134 0.260
H -1.87176 4.77002 -1.57749 0.317
H -0.48523 5.82433 -1.81362 0.371
H -3.09923 -3.58435 -0.32658 0.309
H -4.32640 -2.69660 0.53055 0.629
H -2.76100 -2.87817 1.28307 0.139
H -4.54265 -0.37443 1.06944 0.443
H -4.91288 0.02629 -0.64466 0.422
H -3.74317 0.98817 0.24599 0.361
C 4.50635 1.36243 -3.53075 -0.044
Cl 3.19910 0.23184 -3.88038 0.107
Cl 5.96054 0.46996 -3.08648 -0.130
Cl 4.80990 2.45369 -4.88518 -0.133
H 4.21402 1.97317 -2.68540 0.196
C 7.14295 -0.28261 1.01517 -0.077
Cl 8.50527 -0.61672 -0.05541 -0.136
Cl 7.62109 0.78763 2.33441 -0.052
Cl 5.79879 0.41759 0.11861 -0.022
H 6.81163 -1.21928 1.44347 0.273
C 1.09968 2.74121 -7.26958 -0.119
Cl -0.21143 3.67223 -6.52849 -0.170
Cl 2.66290 3.47927 -6.93681 -0.027
Cl 1.05420 1.07256 -6.70093 0.050
H 0.94486 2.73809 -8.34211 0.267
C 7.64934 1.91458 5.86800 -0.019
Cl 8.00639 2.33709 7.54631 -0.140
Cl 5.91663 1.97794 5.55460 -0.008
Cl 8.52091 2.97724 4.75990 -0.131
H 7.98610 0.90058 5.69681 0.309
C -4.19689 4.66379 3.34085 -0.025
Cl -3.37191 3.14944 3.72547 -0.122
Cl -4.50496 5.58779 4.81072 0.005
Cl -3.26111 5.62326 2.18950 -0.131
H -5.14906 4.42477 2.88446 0.256
C 1.24268 -1.26010 -10.79321 -0.098
Cl 2.05044 -2.81106 -10.56723 -0.132
Cl 1.08502 -0.41454 -9.24642 -0.020
Cl 2.10930 -0.26270 -11.96047 -0.099
H 0.25022 -1.44879 -11.18028 0.315
C 2.88448 3.02500 7.87101 -0.050
Cl 2.25795 1.83707 9.02082 -0.157
Cl 4.61986 3.23382 8.07528 -0.077
Cl 2.49476 2.54445 6.21662 -0.069
H 2.40117 3.97205 8.06957 0.316
C -2.90740 -7.96283 1.26992 -0.089
Cl -1.48289 -8.37518 0.30368 -0.127
Cl -2.47782 -7.03662 2.70826 -0.065
Cl -4.07784 -7.07241 0.29272 -0.124
H -3.37007 -8.88630 1.59351 0.405
C 0.06212 -9.99696 4.88337 -0.092
Cl 1.49427 -9.02682 5.21730 -0.096
Cl -1.27902 -9.52769 5.92819 -0.080
Cl -0.41369 -9.83255 3.19235 -0.072
H 0.30030 -11.03408 5.07772 0.340
C -5.15972 -10.34890 6.40069 0.936
Cl -4.06150 -10.04100 7.74925 -0.128
Cl -4.76706 -9.31880 5.02047 -0.052
Cl -5.12634 -12.05228 5.94134 -0.143
H -6.16567 -10.10654 6.72303 -0.594
C 0.45892 7.29624 -6.81924 0.474
Cl 1.75248 6.93446 -7.95667 -0.071
Cl 1.05776 8.28140 -5.47580 -0.137
Cl -0.87901 8.10724 -7.63174 -0.121
H 0.09446 6.36211 -6.41566 -0.150
C 2.64262 7.64927 -2.14822 0.262
Cl 1.30760 8.68863 -1.64679 -0.128
Cl 4.19304 8.37775 -1.73591 -0.130
Cl 2.48744 6.04746 -1.42347 -0.036
H 2.59645 7.53621 -3.22369 0.038
C -8.37245 -8.10044 7.85238 -0.013
Cl -7.26038 -7.81574 9.18928 -0.100
Cl -7.95318 -7.10038 6.46596 -0.072
Cl -8.37658 -9.81246 7.40399 -0.160
H -9.36966 -7.83470 8.17692 0.326
C -4.46499 8.65395 6.95736 0.142
Cl -5.89455 9.58921 7.40708 -0.127
Cl -2.99141 9.50111 7.41623 -0.130
Cl -4.51915 7.04605 7.68293 -0.114
H -4.46493 8.53639 5.88041 0.212
C 5.18113 -8.25413 2.96271 0.025
Cl 3.87531 -7.16168 3.43681 -0.119
Cl 6.74518 -7.59633 3.45469 -0.148
Cl 4.94934 -9.87102 3.63939 -0.131
H 5.17463 -8.33854 1.88430 0.286
C 4.54503 2.84839 -10.88858 -0.064
Cl 4.78854 4.58145 -10.66434 -0.097
Cl 3.10545 2.30743 -10.03362 0.023
Cl 4.43471 2.45434 -12.60938 -0.183
H 5.39980 2.32897 -10.47606 0.323
C 7.34533 4.69065 -14.27333 0.521
Cl 8.69846 4.51534 -13.15449 -0.126
Cl 6.76706 6.35654 -14.29891 -0.121
Cl 7.80173 4.16270 -15.89379 -0.129
H 6.54170 4.05488 -13.92730 -0.137
C -10.38474 -3.93212 4.65540 0.005
Cl -11.25192 -5.42782 5.00912 -0.108
Cl -9.42114 -3.42309 6.04222 -0.109
Cl -9.36748 -4.12600 3.22760 -0.109
H -11.11405 -3.16046 4.44942 0.322
C -8.02923 7.30658 5.28629 0.891
Cl -8.91604 8.72869 4.74096 -0.124
Cl -8.96611 6.39944 6.47104 -0.123
Cl -7.58609 6.28084 3.91993 -0.128
H -7.11871 7.64221 5.76596 -0.503
C 2.59459 1.34891 12.78618 0.525
Cl 1.18481 2.23855 13.36378 -0.121
Cl 4.08369 2.20225 13.18967 -0.121
Cl 2.61275 -0.29024 13.43774 -0.124
H 2.52953 1.28262 11.70915 -0.127
C 0.47179 7.92764 -12.05158 -0.049
Cl 1.81785 6.91595 -11.53009 -0.052
Cl -1.06800 7.21857 -11.55996 -0.113
Cl 0.63629 9.56394 -11.41451 -0.114
H 0.48854 7.98179 -13.13165 0.327
```


# C10H29N4O8P2

3 unconnected molecules or ions with the total composition C10H29N4O8P2 at a distorted geometry (ωB97M-V/def2-TZVPD, the OMol25 dataset).

## Properties
energy: -51746.264 eV
net charge: +1
F_max: 9.3 eV/Å
spin multiplicity: 1
LUMO level: -5.99 eV
highest occupied orbital energy: -11.8 eV
orbital gap: 5.830 eV

XYZ file:
```
53
Properties=species:S:1:pos:R:3:nbo_charge:R:1
N 4.98962 -0.37242 -2.55151 -0.809
C 3.70212 -1.04051 -2.34522 0.111
C 3.77659 -2.58591 -2.51102 -0.486
C 2.51429 -3.26290 -3.12988 -0.230
N 1.44073 -2.33398 -3.61680 -0.686
C 1.52725 -1.06519 -3.07750 0.850
N 0.55733 -0.47497 -2.40992 -0.766
N 2.73045 -0.36190 -3.25418 -0.611
H 5.75250 -1.00451 -2.34045 0.380
H 5.06416 -0.03924 -3.50633 0.366
H 3.43780 -0.80926 -1.30040 0.210
H 3.91173 -3.00017 -1.50142 0.250
H 4.67544 -2.86691 -3.07081 0.237
H 2.84193 -3.83683 -4.00483 0.228
H 2.09014 -3.98560 -2.42565 0.229
H 1.53059 -2.28696 -4.63132 0.436
H 0.17355 -0.82725 -1.53890 0.453
H 0.13880 0.38081 -2.76163 0.458
H 3.03421 -0.57003 -4.20938 0.373
C -4.75420 -0.01805 3.28433 -0.229
O -3.64339 -0.18798 2.40872 -0.801
P -3.95588 -0.70532 0.80506 2.327
O -5.38137 -0.24275 0.81022 -1.005
O -3.85416 -2.27591 1.26076 -0.779
C -2.75936 -2.71638 2.08433 -0.249
O -4.01316 -1.08307 -0.84906 -0.664
C -2.77305 -1.43926 -1.46629 -0.273
H -4.34602 0.15359 4.28175 0.191
H -5.34283 0.85119 3.00012 0.205
H -5.37849 -0.91139 3.29590 0.192
H -3.08915 -2.76454 3.12085 0.201
H -1.89800 -2.05212 2.01143 0.171
H -2.46007 -3.71206 1.75928 0.190
H -2.44085 -2.42163 -1.11506 0.186
H -2.00586 -0.68933 -1.24350 0.132
H -2.91976 -1.48203 -2.54442 0.208
C -1.67797 1.45618 2.02600 -0.231
O -0.69518 2.23178 1.33724 -0.821
P 0.84841 2.29567 1.99245 2.397
O 0.85797 1.03520 2.79437 -1.058
O 0.48412 3.61337 2.89148 -0.800
C -0.32604 4.66791 2.34208 -0.249
O 2.49698 2.61021 2.11242 -0.680
C 3.03103 3.67199 1.29804 -0.276
H -2.63855 1.64738 1.55487 0.196
H -1.45856 0.39301 1.94143 0.183
H -1.73542 1.75002 3.07320 0.211
H -1.35357 4.54438 2.68239 0.190
H -0.30493 4.67504 1.25340 0.175
H 0.05622 5.62103 2.70337 0.197
H 2.69180 4.64225 1.66799 0.191
H 2.73398 3.55224 0.25509 0.166
H 4.11604 3.63312 1.35696 0.210
```


# C4H6N2O2

C4H6N2O2 in the gas phase at a distorted geometry (ωB97M-V/def2-TZVPD, the OMol25 dataset).

## Properties
SMILES: C=C(/N=C\N)C(=O)O
energy above the lowest of the compared OMol25 structures with the same formula, charge and spin: 55.6 kcal per mole
energy: -11318.629 eV
F_max: 6.8 eV/Å
spin multiplicity: 1
LUMO level: 0.00 eV
highest occupied orbital energy: -9.2 eV
orbital gap: 9.224 eV

XYZ file:
```
14
Properties=species:S:1:pos:R:3:nbo_charge:R:1
C 1.39451 -0.63463 0.80302 0.335
C -0.36484 0.48134 -0.39671 -0.038
C -0.71387 0.01827 -1.63551 -0.370
C -1.21079 1.63308 0.03079 0.737
H 0.28796 -2.14961 -0.06215 0.399
H 1.48087 -2.73982 1.15698 0.402
H 2.17624 -0.49173 1.63361 0.194
H -0.20753 -0.78022 -2.15979 0.204
H -1.73310 0.49483 -1.89312 0.273
H -0.03554 1.67323 1.23411 0.489
N 1.24406 -1.99959 0.35220 -0.826
N 0.75806 0.45287 0.33123 -0.567
O -0.79068 2.20755 1.16354 -0.634
O -2.28535 1.83444 -0.55821 -0.597
```